No. 1
16
Properties=species:S:1:pos:R:3 method="wB97M-V/def2-TZVPD" lumo_energy_ev=-1.36 fmax_ha_per_bohr=0.12237 total_energy_ev=-6375.7160 homo_energy_ev=-6.88 total_charge=0 homo_lumo_gap_ev=5.52 de_lowest_kcal_mol=187.8
C 0.9642 0.2903 0.1729
C 2.3890 0.1888 -0.4332
C -0.2921 -0.5879 0.0531
C -0.7727 0.8215 -0.1269
C -1.7967 1.3195 0.8668
C -0.1408 -1.4859 -1.1123
H 1.0530 0.7240 1.1251
H 2.4421 0.7323 -1.2930
H 3.0977 -0.4051 0.1846
H -0.6151 -1.0086 1.0181
H -2.1877 2.3571 0.7438
H -1.3288 1.3031 1.8204
H -2.6351 0.6706 1.0609
H 0.8775 -1.9761 -0.9254
H 0.0129 -0.7605 -2.0281
H -1.0674 -2.1831 -1.1266

---

No. 2
71
Properties=species:S:1:pos:R:3 method="wB97M-V/def2-TZVPD" lumo_energy_ev=2.03 fmax_ha_per_bohr=0.07849 total_energy_ev=-66499.3922 homo_energy_ev=-1.29 total_charge=-1 homo_lumo_gap_ev=3.32 de_lowest_kcal_mol=0.0
C -0.3136 -0.0212 -6.8080
C -1.0507 -1.0978 -5.9471
C -0.6018 1.3643 -6.1702
C -1.4433 1.1000 -4.9158
H -1.1230 1.9931 -6.8957
H 0.3408 1.8453 -5.8835
C -1.2811 -0.4035 -4.6070
H -0.5186 -2.0530 -5.8630
H -2.0403 -1.2859 -6.3933
C -0.0347 -0.3976 -3.7020
H -2.1300 -0.8049 -4.0358
H -2.4924 1.3455 -5.1189
C -0.9464 1.6947 -3.5802
C 1.1856 -0.1981 -6.7790
C -0.5693 -0.0092 -8.3171
O -0.7623 1.0410 -8.9036
O 1.8543 -0.7115 -5.8880
O 1.7242 0.2733 -7.9159
O -0.5228 -1.1623 -9.0171
C -0.0582 -2.4349 -8.4862
H -0.8393 -2.9094 -7.8735
H 0.8842 -2.3261 -7.9148
H 0.1201 -3.0206 -9.3944
C 3.1396 0.1674 -7.8766
H 3.5430 0.6597 -6.9841
H 3.4759 0.6535 -8.7786
H 3.4439 -0.8832 -7.8639
O 0.2084 0.9785 -3.2930
H 0.8495 -0.6781 -4.2662
H -0.1211 -1.0683 -2.8203
C -2.0599 1.4967 -2.5414
C -0.6651 3.1850 -3.5978
H -1.5705 3.7378 -3.8817
H 0.1162 3.4331 -4.3188
H -0.3858 3.5369 -2.5884
H -1.7090 1.8027 -1.5413
H -2.3994 0.4471 -2.4884
H -2.9386 2.1244 -2.8078
Zr 0.1610 -0.1150 1.5894
C -2.0524 -1.1188 1.9625
C -2.2453 -0.8132 0.5843
C -1.3577 -1.5792 -0.1983
H -3.0024 -0.1321 0.1484
C -0.4931 -2.2903 0.6984
C -0.9851 -2.0909 2.0506
H -0.7204 -2.6979 2.9211
H -2.7526 -0.8552 2.7514
H -1.3863 -1.6799 -1.2761
H 0.2636 -3.0018 0.3735
C 2.1521 1.2132 1.0729
C 2.5030 0.0887 1.9115
C 2.3131 -1.1061 1.1179
H 3.0389 0.1418 2.8598
C 1.9434 -0.6941 -0.2014
C 1.8156 0.7181 -0.2203
H 1.5800 1.3014 -1.1149
H 2.2466 2.2654 1.3159
H 2.5269 -2.1262 1.4228
H 1.9133 -1.3054 -1.0988
F 2.1128 3.6307 6.3879
C 1.3556 3.3741 5.3027
C 1.3314 4.2582 4.2199
F 2.1308 5.3509 4.2470
C 0.6121 3.9464 3.0734
F 0.6796 4.7648 1.9922
C -0.0480 2.7026 2.9480
S -0.7368 2.2464 1.3927
C 0.0305 1.8357 4.0425
F -0.2313 0.4384 3.8616
C 0.6735 2.1589 5.2195
F 0.7622 1.2451 6.2049

---

No. 3
171
Properties=species:S:1:pos:R:3 method="wB97M-V/def2-TZVPD" lumo_energy_ev=-1.44 fmax_ha_per_bohr=0.22231 total_energy_ev=-102756.2146 homo_energy_ev=-4.32 total_charge=-1 homo_lumo_gap_ev=2.88 de_lowest_kcal_mol=993.2
C 1.7424 2.7800 3.5030
C 2.4183 3.5652 2.4038
C 3.6990 4.2681 2.8038
C 4.8141 3.1833 3.0522
C 5.0449 2.3701 1.7749
C 3.8430 1.6961 1.0637
N 2.6582 2.5891 1.2271
O 1.5251 2.2105 0.4779
C 3.5716 0.3417 1.8012
C 4.2413 1.5182 -0.4933
C 1.3698 4.7211 1.9480
H 0.7639 2.3361 3.3199
H 1.6220 3.5271 4.2875
H 2.4179 1.9818 3.8109
H 3.5399 4.8870 3.6869
H 3.9170 4.8809 1.9291
H 4.5623 2.4516 3.8198
H 5.7224 3.6053 3.4823
H 5.8664 1.6798 1.9664
H 5.4533 3.2236 1.2338
H 2.7463 -0.1758 1.3122
H 3.3068 0.5200 2.8434
H 4.5604 -0.1123 1.8659
H 4.4808 2.5268 -0.8303
H 3.4612 1.1199 -1.1419
H 5.1206 0.8744 -0.5155
H 1.4772 5.0343 0.9095
H 1.5940 5.5944 2.5605
H 0.3169 4.4399 1.9273
C 5.6199 -2.0632 -3.6408
C 4.1157 -1.8026 -3.9782
C 3.1750 -2.9093 -3.3707
C 1.7381 -2.4896 -2.9514
C 1.1832 -1.2385 -3.6221
C 2.1648 -0.0598 -3.3421
N 3.6413 -0.3912 -3.3958
O 4.6468 0.3177 -2.5805
C 1.8517 0.5899 -2.0264
C 2.1636 0.9784 -4.4670
C 3.8096 -1.7524 -5.4899
H 6.2563 -1.1823 -3.7255
H 5.8962 -2.8736 -4.3153
H 5.7966 -2.5274 -2.6706
H 3.5508 -3.2966 -2.4237
H 3.1585 -3.7095 -4.1107
H 1.7321 -2.5037 -1.8615
H 1.1191 -3.3238 -3.2817
H 0.1829 -0.9412 -3.3072
H 1.1251 -1.3455 -4.7052
H 0.8303 0.9702 -2.0399
H 2.4429 1.4477 -1.7059
H 1.8647 -0.2277 -1.3056
H 1.1808 1.4471 -4.5165
H 2.1859 0.5404 -5.4648
H 2.9373 1.7459 -4.4481
H 2.7527 -1.7961 -5.7528
H 4.2139 -2.7208 -5.7844
H 4.2581 -0.8625 -5.9316
C -0.9284 0.2806 -2.0556
C -0.5158 -0.6974 -0.9101
C 0.5873 -0.1447 -0.0806
C 0.7870 -0.6553 1.3276
C -0.5003 -1.1432 1.9836
C -1.7461 -0.4856 1.4770
N -1.7978 -0.9539 0.0164
O -3.0279 -1.1089 -0.5623
C -1.8306 1.0872 1.5282
C -3.0288 -1.0259 2.1275
C -0.0983 -2.0095 -1.4248
H -0.1365 0.8758 -2.5101
H -1.3831 1.1345 -1.5534
H -1.5398 -0.1830 -2.8299
H 0.4198 0.9283 0.0126
H 1.4827 -0.0723 -0.6980
H 1.2750 0.0437 2.0068
H 1.5011 -1.4708 1.4422
H -0.4419 -1.0093 3.0638
H -0.6614 -2.2161 1.8780
H -0.8464 1.5405 1.6463
H -2.4578 1.2944 2.3953
H -2.3012 1.4280 0.6060
H -3.0052 -1.0451 3.2170
H -3.1424 -2.0904 1.9223
H -3.9929 -0.7033 1.7345
H 0.5468 -2.0164 -2.3034
H -1.0283 -2.4961 -1.7190
H 0.2647 -2.6957 -0.6596
C -5.3923 -5.9730 2.0022
C -4.0288 -5.3093 1.9752
C -3.5003 -5.0770 3.4762
N -2.1758 -4.2515 3.5180
C -1.0690 -4.8398 2.6399
C -2.4213 -2.7225 3.1765
C -1.8562 -1.8477 4.2693
C -1.8334 -2.8166 5.4999
C -1.6439 -4.2063 5.0040
H -5.3404 -7.0522 1.8581
H -5.9679 -5.7029 1.1168
H -5.8459 -5.8368 2.9839
H -4.1542 -4.2766 1.6500
H -3.3123 -5.6828 1.2437
H -3.2554 -6.0842 3.8135
H -4.1397 -4.4117 4.0564
H -1.3332 -4.6362 1.6022
H -1.0188 -5.8945 2.9105
H -0.1346 -4.3157 2.8407
H -1.9051 -2.5752 2.2278
H -3.4767 -2.4796 3.0527
H -0.8160 -1.5545 4.1272
H -2.4961 -0.9946 4.4952
H -0.9640 -2.6891 6.1449
H -2.7486 -2.8230 6.0919
H -0.5705 -4.3878 5.0595
H -2.0961 -4.9662 5.6413
C -0.2790 0.8282 -4.4190
C -0.9198 2.1825 -4.1775
C -2.1773 2.1635 -3.2351
N -2.8682 3.5819 -3.2709
C -3.7110 3.5734 -4.5781
C -2.0671 4.8829 -3.3144
C -1.6459 5.1896 -1.8545
C -2.8982 4.7305 -1.0391
C -3.7423 3.9034 -2.0674
H -0.5747 0.2646 -3.5341
H 0.7527 0.9419 -4.7520
H -0.9153 0.3561 -5.1676
H -1.2660 2.5221 -5.1536
H -0.1317 2.8170 -3.7720
H -1.8130 2.0803 -2.2112
H -2.8171 1.3616 -3.6035
H -4.3906 2.7749 -4.2802
H -3.0787 3.3890 -5.4466
H -4.2134 4.5254 -4.7497
H -2.7044 5.7214 -3.5951
H -1.2634 4.8704 -4.0507
H -1.2898 6.2041 -1.6755
H -0.8074 4.5310 -1.6280
H -3.5140 5.6041 -0.8254
H -2.5863 4.2255 -0.1248
H -4.4480 4.6480 -2.4358
H -4.3277 3.0312 -1.7767
O 1.9272 -1.5652 -0.4943
C 3.2427 -1.5962 -0.3755
O 3.9185 -1.6257 -1.4224
O 3.6560 -1.6599 0.7588
H 1.9261 -1.5267 0.4649
O -3.4522 2.8221 0.8082
C -3.9102 2.1534 -0.1867
O -3.0742 1.6286 -0.9197
O -5.1439 1.9326 -0.2809
H -2.5879 2.5465 0.4940
O 1.3039 -1.6998 2.9033
C 1.1957 -2.9869 3.3504
O 0.2569 -3.3676 4.0061
O 2.2482 -3.6216 3.1971
H 2.1493 -2.0121 2.5723
O -1.3759 -3.6920 -1.2430
C -2.0298 -3.9803 -0.1664
O -2.3382 -3.1721 0.6554
O -2.2964 -5.2047 -0.1518
H -1.5127 -4.6207 -1.4439
O -1.3710 3.0706 0.2326
C -0.2157 3.1624 -0.2441
O 0.1338 2.2252 -0.9351
O 0.3502 4.2447 -0.0429
H -1.4180 2.2031 -0.1757
O -1.4519 1.9428 4.2697
C -2.7086 1.8890 4.6229
O -3.4172 1.1909 3.8949
O -3.1680 2.5047 5.6279
H -1.5471 1.2696 3.5920

---

No. 4
57
Properties=species:S:1:pos:R:3 method="wB97M-V/def2-TZVPD" lumo_energy_ev=-0.17 fmax_ha_per_bohr=0.08365 total_energy_ev=-102573.4500 homo_energy_ev=-7.74 total_charge=0 smiles="CCOC(=O)[C@@H](c1ccc(Br)cc1)[C@@H](/C=C/c1ccc(C)cc1)c1ccc(C)cc1" homo_lumo_gap_ev=7.57 de_lowest_kcal_mol=0.0
C -3.5772 0.6613 -2.9418
C -2.3182 1.3237 -2.4753
O -1.3016 0.3193 -2.4501
C -0.1127 0.8733 -2.0685
C 0.9461 -0.1022 -1.5792
C 2.2355 0.0660 -2.2590
C 2.7746 1.3893 -2.2967
C 4.0216 1.6447 -2.7840
C 4.8003 0.6054 -3.3088
Br 6.4344 1.0339 -4.1360
C 4.3690 -0.7415 -3.1444
C 3.1369 -1.0221 -2.6005
O 0.0396 2.0905 -2.1000
H -4.3109 1.4745 -3.0014
H -3.4331 0.2699 -3.9409
H -3.8564 -0.0973 -2.2060
H -2.0187 2.1637 -3.1136
H -2.3838 1.7389 -1.4690
H 0.5889 -1.1678 -1.6505
H 2.1403 2.2134 -1.9161
H 4.4214 2.6712 -2.8057
H 5.0524 -1.5352 -3.4783
H 2.8490 -2.0815 -2.3829
C -6.6011 0.8777 3.2543
C -5.2725 0.8610 2.5522
C -4.8950 2.0100 1.7960
C -3.6600 2.0263 1.1688
C -2.7297 0.9728 1.2948
C -1.4481 0.9963 0.6701
C -0.5626 -0.0425 0.6976
C 0.8187 0.1605 0.2946
C 1.8812 -0.7377 0.7862
C 3.2214 -0.3109 0.8733
C 4.2065 -1.1571 1.4206
C 3.8372 -2.4253 1.9008
C 4.7946 -3.2679 2.6854
C 2.5502 -2.9317 1.6137
C 1.5729 -2.0703 1.0628
C -3.0726 -0.1146 2.1691
C -4.3242 -0.1534 2.7844
H -6.7139 -0.0032 3.8753
H -6.6571 1.8043 3.8646
H -7.4539 0.8956 2.5635
H -5.5974 2.8563 1.7666
H -3.4243 2.8853 0.5205
H -1.1605 1.9534 0.2356
H -0.9052 -1.0897 0.9468
H 1.1439 1.2419 0.2749
H 3.5384 0.6603 0.4689
H 5.2794 -0.8604 1.4479
H 4.4493 -4.3075 2.7321
H 5.8256 -3.2444 2.2563
H 4.8737 -2.9251 3.7186
H 2.3490 -3.9897 1.7904
H 0.6101 -2.4822 0.8006
H -2.3993 -0.9227 2.3259
H -4.5722 -0.9569 3.4954

---

No. 5
11
Properties=species:S:1:pos:R:3 method="wB97M-V/def2-TZVPD" lumo_energy_ev=-0.10 fmax_ha_per_bohr=0.12884 total_energy_ev=-10141.9038 homo_energy_ev=-8.54 total_charge=0 smiles="[H]/N=c1/cn[nH]n1O" homo_lumo_gap_ev=8.44 de_lowest_kcal_mol=120.6
C -1.3021 0.1653 0.7712
C 0.0086 -0.3641 0.7641
H 1.7725 0.9854 -1.0881
H -0.7439 0.0092 -2.2554
H -1.9165 0.5007 1.6821
H 1.5985 -1.1100 1.6955
N 0.4475 -0.4727 -0.6622
N -0.5288 0.2404 -1.2304
N -1.6712 0.5891 -0.4553
N 0.6991 -0.5356 1.8208
O 1.6363 -0.0076 -1.0422

---

No. 6
17
Properties=species:S:1:pos:R:3 method="wB97M-V/def2-TZVPD" lumo_energy_ev=0.92 fmax_ha_per_bohr=0.00500 total_energy_ev=-9337.4036 homo_energy_ev=-8.75 total_charge=0 smiles="[H]/N=C(/OC)N(C)C" homo_lumo_gap_ev=9.67 de_lowest_kcal_mol=36.5
C 2.4645 -1.1181 -0.1186
N 1.2378 1.1748 -0.6040
C 0.5061 0.1922 -0.2455
O 1.0568 -1.0040 0.0549
N -0.8711 0.1451 -0.1242
C -1.5179 -0.9240 0.6167
C -1.5823 1.4038 -0.1693
H 2.7920 -1.8859 0.5830
H 2.6885 -1.4257 -1.1445
H 2.9616 -0.1687 0.0827
H 0.7048 2.0217 -0.7616
H -1.5355 -0.7349 1.7006
H -0.9977 -1.8627 0.4395
H -2.5497 -1.0223 0.2639
H -1.3398 1.9545 -1.0830
H -2.6568 1.2043 -0.1845
H -1.3613 2.0499 0.6940